(1)
The following is a quantum chemistry calculation of a molecular structure, C4H8O2 in a non-equilibrium geometry, from the Open Molecules 2025 dataset.

Geometry as XYZ:
```
14
Properties=species:S:1:pos:R:3:mulliken_charge:R:1
H -0.74366 1.58108 -3.34045 0.18
C -0.80577 0.55083 -2.98438 -0.51
H 1.77561 1.12386 1.51357 0.23
H 0.88285 -0.03866 2.56243 0.31
H 0.08691 -2.04845 -0.11961 0.26
C -0.10402 -1.29294 0.65737 -0.79
H -1.09433 -0.80792 0.56654 0.35
C 0.89828 0.48932 1.60143 -0.68
O -1.67657 0.64341 -1.37898 -0.45
O 0.99971 -0.44372 0.58189 -0.36
H -0.15262 -1.80949 1.62416 0.33
H 0.46104 0.47571 -1.12922 0.36
C -0.46157 0.56177 -1.68082 0.45
H -0.06585 1.01523 1.52607 0.32
```

Summary:
energy above the lowest of the compared OMol25 structures with the same formula, charge and spin	142.5	kcal/mol
strongest force on any atom	1.530	eV/Å
E_tot	-8367.103	eV
gap between HOMO and LUMO	0.3655	Eh
2S+1	1

---

(2)
The following is a quantum chemistry calculation of a single C4H8O2 molecule, from the Open Molecules 2025 dataset.

Geometry as XYZ:
```
14
Properties=species:S:1:pos:R:3:mulliken_charge:R:1
H -0.71134 0.73800 -1.37763 0.27
C -1.95213 -0.83507 -0.52215 -1.24
H 1.90252 0.93000 -0.77480 0.22
O -0.38629 0.40021 0.64410 -0.35
H 0.86926 0.60287 2.17896 0.40
C 0.89515 0.41112 1.10998 0.12
H 0.16872 -0.75775 -0.98339 0.36
H -2.29206 -1.27734 -1.46108 0.37
O 1.82095 -0.56580 0.72803 -0.43
C -0.64110 -0.09469 -0.66287 -0.19
C 2.02748 0.81169 0.29879 -0.39
H 2.83056 1.39849 0.74223 0.27
H -1.82016 -1.61936 0.22820 0.30
H -2.71155 -0.14239 -0.14838 0.29
```

Summary:
energy above the lowest of the compared OMol25 structures with the same formula, charge and spin	54.0	kcal/mol
strongest force on any atom	0.470	eV/Å
SMILES	CCO[C@@H]1CO1
E_tot	-8370.941	eV
gap between HOMO and LUMO	0.4003	Eh
2S+1	1

---

(3)
The following is a quantum chemistry calculation of a single C4H8O2 molecule, from the Open Molecules 2025 dataset.

Geometry as XYZ:
```
14
Properties=species:S:1:pos:R:3:mulliken_charge:R:1
H -1.60183 -0.72805 -0.81243 0.32
H -2.70073 0.63695 -1.10036 0.35
H 1.42909 -2.00911 -0.07817 0.20
H -0.53848 1.62153 -1.24059 0.27
C -0.80808 1.19211 -0.27282 -0.18
O 2.75693 -0.41332 0.09855 -0.52
C 1.71888 -1.19527 0.62254 -0.02
H 2.33368 0.39271 -0.23203 0.36
H 2.04703 -1.69722 1.53678 0.32
C -1.96360 0.22105 -0.40833 -1.05
H -1.01638 2.00829 0.42327 0.26
H -2.43932 0.00432 0.54891 0.32
C 0.36012 -0.58592 0.78078 -0.43
O 0.42269 0.55192 0.13390 -0.19
```

Summary:
energy above the lowest of the compared OMol25 structures with the same formula, charge and spin	85.9	kcal/mol
strongest force on any atom	0.547	eV/Å
E_tot	-8369.556	eV
gap between HOMO and LUMO	0.3521	Eh
2S+1	1

---

Which formula does entry 3 have?
C4H8O2

---

Repeat the third record exactly.
The following is a quantum chemistry calculation of a single C4H8O2 molecule, from the Open Molecules 2025 dataset.

Geometry as XYZ:
```
14
Properties=species:S:1:pos:R:3:mulliken_charge:R:1
H -1.60183 -0.72805 -0.81243 0.32
H -2.70073 0.63695 -1.10036 0.35
H 1.42909 -2.00911 -0.07817 0.20
H -0.53848 1.62153 -1.24059 0.27
C -0.80808 1.19211 -0.27282 -0.18
O 2.75693 -0.41332 0.09855 -0.52
C 1.71888 -1.19527 0.62254 -0.02
H 2.33368 0.39271 -0.23203 0.36
H 2.04703 -1.69722 1.53678 0.32
C -1.96360 0.22105 -0.40833 -1.05
H -1.01638 2.00829 0.42327 0.26
H -2.43932 0.00432 0.54891 0.32
C 0.36012 -0.58592 0.78078 -0.43
O 0.42269 0.55192 0.13390 -0.19
```

Summary:
energy above the lowest of the compared OMol25 structures with the same formula, charge and spin	85.9	kcal/mol
strongest force on any atom	0.547	eV/Å
E_tot	-8369.556	eV
gap between HOMO and LUMO	0.3521	Eh
2S+1	1